This record from the Open Molecules 2025 dataset describes C12H23F5GaO2 as an isolated structure at a distorted geometry. The level of theory is wB97M-V/def2-TZVPD.

The geometry in ORCA input format:
```
! wB97M-V def2-TZVPD RIJCOSX def2/J DEFGRID3
* xyz -1 1
C 1.4351 -2.6237 -0.1753
C 0.4397 -1.6802 -1.1117
C 1.1926 -0.3541 -1.7167
C 1.3606 0.8901 -0.6611
O 0.1034 1.5352 -0.2511
Ga -0.7078 2.5129 -1.6625
C -2.6625 2.9845 -1.0298
C -3.1850 2.0253 0.1937
C -3.1376 0.4151 -0.1182
C -4.1112 -0.0308 -1.4025
F -5.3307 0.8058 -1.4937
F -3.2665 0.1640 -2.6190
C -4.3949 -1.6432 -1.2359
F -5.2668 -1.8347 -0.0171
F -5.1235 -2.1303 -2.4550
F -3.1642 -2.4500 -0.9791
H 1.4744 -2.0898 0.8814
H 2.5013 -2.7764 -0.6373
H 0.8695 -3.6503 0.0146
H -0.5048 -1.4604 -0.4564
H 0.0761 -2.3860 -1.9969
H 0.6692 -0.0627 -2.7231
H 2.3000 -0.7002 -1.9975
H 2.1065 1.6825 -1.0989
H 1.8313 0.4241 0.3321
H 0.0913 3.8943 -1.9879
H -0.9141 1.6615 -3.0241
H -3.4267 3.0219 -1.9203
H -2.6064 4.0908 -0.5942
H -4.3127 2.2887 0.4510
H -2.5748 2.2496 1.1841
H -3.4014 -0.1925 0.8590
H -2.0522 0.0749 -0.4297
C 5.1400 0.3437 2.3282
C 4.2204 -0.8324 2.5215
O 3.9212 -1.5699 1.5838
C 3.6813 -1.0713 3.9065
H 5.4508 0.3926 1.2792
H 4.6173 1.2695 2.5817
H 6.0299 0.2260 2.9517
H 3.0936 -0.2085 4.2303
H 4.5062 -1.2520 4.6002
H 3.0323 -1.9534 3.8960
*
```

Orbital gap in eV: 7.23
Highest occupied orbital energy in eV: -4.69


This record from the Open Molecules 2025 dataset describes a 2-piece molecular cluster, C12H23FO7PS overall. The level of theory is wB97M-V/def2-TZVPD.

The geometry in ORCA input format:
```
! wB97M-V def2-TZVPD RIJCOSX def2/J DEFGRID3
* xyz 1 1
C 4.1818 0.8426 1.0112
C 3.9742 2.0916 0.1448
C 3.0514 1.9170 -1.0278
O 3.1446 2.4549 -2.0871
O 2.0019 1.0726 -0.7514
C 1.2328 0.6503 -1.8778
C -0.0626 0.0784 -1.3221
P -0.9116 1.2195 -0.2252
C -1.3430 2.7661 -1.0464
C -0.1914 3.5743 -1.6361
O -0.2517 4.0277 -2.7366
C -2.4269 0.4728 0.3830
C -3.1573 1.3402 1.4317
C -4.4539 1.9583 0.9359
F -4.1746 3.2151 0.4084
H 3.5565 0.8560 1.9024
H 3.9750 -0.0716 0.4559
H 5.2171 0.7917 1.3443
H 3.5506 2.9083 0.7371
H 4.9086 2.4511 -0.2817
H 1.0598 1.4802 -2.5629
H 1.7734 -0.1256 -2.4214
H -0.7579 -0.1627 -2.1310
H 0.1055 -0.8113 -0.7132
H -0.0933 1.5037 0.8672
H -1.8357 3.3930 -0.2921
H -2.0789 2.5376 -1.8216
H 0.6853 3.7464 -0.9825
H -2.1615 -0.5159 0.7632
H -3.0377 0.3086 -0.5117
H -3.3501 0.7368 2.3171
H -2.5249 2.1773 1.7424
H -4.9100 1.3731 0.1347
H -5.1787 2.0803 1.7388
C -0.3544 -5.6486 0.1206
C 1.0208 -5.3510 0.6872
O 0.9917 -3.9183 0.8843
S -0.4614 -3.4683 1.3250
O -0.5618 -3.3296 2.7292
O -0.8380 -2.3640 0.4955
O -1.2261 -4.7743 0.8708
H -0.4278 -5.3935 -0.9364
H -0.6772 -6.6720 0.2841
H 1.8294 -5.5833 0.0014
H 1.1880 -5.8358 1.6486
*
```

Orbital gap in eV: 11.07
Highest occupied orbital energy in eV: -13.39


This record from the Open Molecules 2025 dataset describes C12H23MnN2O2P2 as an isolated structure at a distorted geometry. The level of theory is wB97M-V/def2-TZVPD.

The geometry in ORCA input format:
```
! wB97M-V def2-TZVPD RIJCOSX def2/J DEFGRID3
* xyz 2 5
Mn 0.0734 -0.0887 -0.0229
P -2.1204 -0.8578 0.4244
C -2.5059 -1.4687 -1.2623
C -1.8682 -0.6044 -2.3156
N -0.7599 0.1037 -2.0047
C -0.1609 0.9069 -2.9092
C -0.6622 0.9991 -4.1951
C -1.7790 0.2582 -4.5510
C -2.3869 -0.5486 -3.5963
C 1.0553 1.6965 -2.5089
P 1.8990 0.9450 -1.0606
H -3.2902 -1.1108 -3.8100
H -0.1365 1.6165 -4.9121
H -2.1753 0.3072 -5.5566
H 1.7516 1.7590 -3.3532
H 0.7946 2.7290 -2.2336
H -2.1326 -2.5088 -1.3248
H -3.5927 -1.5037 -1.4044
H 2.1261 -4.3907 -0.7095
O 1.3435 -4.7624 -1.1793
H 1.7578 -5.3619 -1.8333
H 4.5493 -1.8620 0.8134
O 4.9598 -2.6382 0.3764
H 5.8346 -2.6968 0.8077
C 3.1037 -0.1988 -1.8300
H 3.7655 0.3362 -2.5310
H 3.7061 -0.6523 -1.0253
H 2.5552 -0.9867 -2.3718
C 2.8778 2.2955 -0.3478
H 3.4399 1.8512 0.4835
H 3.5769 2.7414 -1.0703
H 2.1927 3.0683 0.0239
C -3.4392 0.3646 0.7583
H -4.4431 -0.0729 0.6399
H -3.2977 0.6762 1.8049
H -3.3304 1.2267 0.0842
C -2.5185 -2.2747 1.4772
H -2.3451 -1.9413 2.5063
H -3.5605 -2.6028 1.3656
H -1.8441 -3.0992 1.2193
N 1.1495 -0.1729 2.9070
C 0.7500 -0.1369 1.8056
*
```

Energy above the lowest of the compared OMol25 structures with the same formula, charge and spin in eV: 0.000
Orbital gap (spin up / spin down) in eV: 7.50 / 7.93
Highest occupied orbital energy (spin up / spin down) in eV: -16.26 / -16.25


This record from the Open Molecules 2025 dataset describes a 2-piece molecular cluster, C12H23P overall at a distorted geometry. The level of theory is wB97M-V/def2-TZVPD.

The geometry in ORCA input format:
```
! wB97M-V def2-TZVPD RIJCOSX def2/J DEFGRID3
* xyz 0 1
C -4.0345 -1.3222 0.0904
C -3.2452 -0.8650 0.9129
C 2.1714 1.9086 1.6445
C 0.2593 -2.1491 0.2189
C 2.4826 -1.4177 -0.1585
C 1.2405 1.3137 -1.2820
C -1.3979 -0.4328 -1.6102
C -2.1847 -0.1829 1.4483
C 0.9754 0.9356 1.1948
C 1.0571 -1.0962 -0.5804
C 0.5864 0.3791 -0.2660
C -0.9437 0.4043 -0.4502
P -1.6676 2.1220 -0.2437
H -4.9452 -1.8032 -0.1032
H 2.4404 1.9081 2.6657
H 2.0285 2.9106 1.3252
H 3.0184 1.5524 1.0573
H 0.0300 -3.1540 -0.3245
H 0.7464 -2.5857 1.1102
H -0.6950 -1.8183 0.4858
H 2.9381 -2.2460 -0.5607
H 2.5835 -1.5578 0.9993
H 3.2424 -0.5391 -0.3851
H 0.5769 1.3004 -2.1015
H 2.3357 0.9784 -1.5262
H 1.3252 2.4054 -0.9134
H -2.4261 -0.4967 -1.4721
H -1.2456 0.0322 -2.4921
H -1.0455 -1.4054 -1.7317
H -2.2076 0.8467 1.6211
H -1.6165 -0.6770 2.2843
H 0.0245 1.4177 1.3095
H 0.8544 0.0121 1.7429
H 0.8847 -1.1154 -1.5913
H -3.0144 1.7987 -0.7804
H -1.1321 2.6385 -1.5383
*
```

Energy above the lowest of the compared OMol25 structures with the same formula, charge and spin in eV: 4.522
Orbital gap in eV: 8.21
Highest occupied orbital energy in eV: -8.21


This record from the Open Molecules 2025 dataset describes C12H24AsF6O6W as an isolated structure at a distorted geometry. The level of theory is wB97M-V/def2-TZVPD.

The geometry in ORCA input format:
```
! wB97M-V def2-TZVPD RIJCOSX def2/J DEFGRID3
* xyz 4 4
W 0.1853 0.1851 -0.0253
C 0.9000 0.1239 -3.0584
C -0.1648 1.1549 -2.8018
O 0.1033 1.6534 -1.4039
C 0.8446 2.9319 -1.1892
C 2.0883 2.5292 -0.4400
O 1.6316 1.6248 0.6443
C 1.2649 2.3805 1.8701
C 0.2438 1.5677 2.6121
O -0.7656 1.1802 1.5860
C -2.0224 0.6221 2.0663
C -1.8950 -0.9101 2.2217
O -0.7080 -1.3200 1.6690
C 0.1119 -2.4343 2.1376
C 1.1776 -2.6230 1.0876
O 1.6139 -1.2995 0.5969
C 2.7083 -1.4525 -0.4241
C 2.0246 -1.6874 -1.7426
O 0.9729 -0.6597 -1.8029
H 1.8868 0.5523 -3.2356
H 0.6183 -0.5476 -3.8707
H -1.1790 0.7629 -2.7660
H -0.1127 2.0091 -3.4743
H 0.1653 3.5729 -0.6301
H 1.0492 3.3777 -2.1615
H 2.6202 3.3738 -0.0019
H 2.7820 1.9430 -1.0397
H 0.8573 3.3427 1.5626
H 2.1672 2.5257 2.4651
H -0.2495 2.1458 3.3939
H 0.6599 0.6493 3.0333
H -2.7853 0.8951 1.3401
H -2.2746 1.0478 3.0438
H -2.7229 -1.3906 1.5525
H -2.0755 -1.3937 3.1973
H -0.5157 -3.3138 2.3293
H 0.4968 -2.0865 3.1102
H 0.8110 -3.2159 0.2486
H 2.0408 -3.1141 1.5402
H 3.3579 -2.2668 -0.1050
H 3.2567 -0.5138 -0.3725
H 1.5376 -2.6567 -1.8403
H 2.7122 -1.5558 -2.5791
F -1.4918 -0.3955 -0.5482
As -3.9976 -1.2315 -1.3334
F -4.2813 0.0082 -0.1651
F -3.4931 -2.1488 0.0457
F -5.5210 -1.7396 -1.6699
F -2.9917 -2.2310 -2.2542
F -3.6426 0.0283 -2.4184
*
```

Energy above the lowest of the compared OMol25 structures with the same formula, charge and spin in eV: 1.276
Orbital gap (spin up / spin down) in eV: 8.44 / 6.15
Highest occupied orbital energy (spin up / spin down) in eV: -23.03 / -25.07


This record from the Open Molecules 2025 dataset describes C12H24B2F4N6O5Sn as an isolated structure at a distorted geometry. The level of theory is wB97M-V/def2-TZVPD.

The geometry in ORCA input format:
```
! wB97M-V def2-TZVPD RIJCOSX def2/J DEFGRID3
* xyz 2 1
Sn 0.2684 -0.6513 0.9744
C 0.1877 -3.7934 -1.5945
C 0.2935 -3.0191 -0.3490
N -0.7631 -2.3541 0.2193
O -1.9234 -2.3163 -0.3205
B -3.0792 -1.5728 0.5605
F -4.1347 -1.5621 -0.2550
F -3.1096 -2.2589 1.7172
O -2.7296 -0.0841 0.8418
N -1.6265 0.1461 1.5515
C -1.3332 1.3111 2.0262
C -2.1944 2.5068 1.8876
C -0.0003 1.3607 2.7853
N 0.6444 0.2272 2.8251
O 1.8110 0.1199 3.4427
B 2.3236 -1.3207 3.7249
F 1.3557 -2.0101 4.3682
F 3.5349 -1.2000 4.2638
O 2.5637 -2.1270 2.3552
N 1.5343 -2.2474 1.6025
C 1.5827 -2.9484 0.4128
C 2.7829 -3.6730 -0.0498
C 0.4974 2.5857 3.4355
H -0.8184 -3.7366 -2.0004
H 0.4345 -4.8399 -1.4037
H 0.8981 -3.4054 -2.3254
H -3.0922 2.2632 1.3282
H -1.6508 3.3023 1.3730
H -2.4878 2.8835 2.8692
H 3.6039 -3.5267 0.6458
H 3.0731 -3.3061 -1.0323
H 2.5712 -4.7410 -0.1269
H -0.1708 3.4274 3.2911
H 1.4848 2.8255 3.0336
H 0.6181 2.4107 4.5077
C -0.1532 0.9443 -3.7850
C -0.0641 1.9603 -2.6546
C -1.3876 2.7139 -2.4991
C 1.0629 2.9490 -2.9293
N 0.3232 1.2650 -1.4026
N -0.6269 0.2883 -0.9519
H -0.3132 1.4611 -4.7285
H -0.9901 0.2493 -3.6625
H 0.7715 0.3705 -3.8663
H -1.5969 3.2972 -3.3933
H -1.3459 3.4097 -1.6557
H -2.2412 2.0435 -2.3559
H 0.8662 3.4904 -3.8520
H 2.0185 2.4353 -3.0309
H 1.1527 3.6865 -2.1271
H 0.4582 1.9501 -0.6649
H -0.6780 -0.4464 -1.6479
H -1.5552 0.6952 -0.8269
O 1.3493 -1.4389 -0.5515
*
```

Energy above the lowest of the compared OMol25 structures with the same formula, charge and spin in eV: 2.077
Orbital gap (spin up / spin down) in eV: 7.16 / 6.57
Highest occupied orbital energy (spin up / spin down) in eV: -16.44 / -16.44


This record from the Open Molecules 2025 dataset describes C12H24B8F32Li4O3 as an isolated structure at a distorted geometry. The level of theory is wB97M-V/def2-TZVPD.

The geometry in ORCA input format:
```
! wB97M-V def2-TZVPD RIJCOSX def2/J DEFGRID3
* xyz -4 1
Li 1.8305 0.0221 3.6486
Li 2.7846 -1.1465 0.0791
Li 2.2371 2.6914 -1.2322
Li -1.9347 1.2460 0.4620
B 1.6753 5.2720 -0.9772
F 2.9963 5.0905 -1.1340
F 1.6357 6.1425 0.1059
F 1.1770 5.9186 -2.0935
F 0.9703 4.1489 -0.6918
B 4.4216 1.5023 -0.7215
F 4.7362 2.2718 -1.7857
F 5.5193 0.8163 -0.1967
F 3.8503 2.3625 0.1818
F 3.3986 0.6909 -1.0773
B 0.8499 0.3316 0.6264
F 0.7467 -0.9528 0.0796
F -0.2994 0.6483 1.2485
F 1.7902 0.3421 1.6268
F 0.9488 1.3233 -0.2769
B -2.0088 4.0241 -0.2972
F -1.2045 3.0821 0.1790
F -1.6667 5.2445 0.2822
F -1.6895 4.1422 -1.6458
F -3.3621 3.7606 -0.2302
B 1.8643 2.5335 3.3300
F 0.8714 1.6874 3.8154
F 2.9907 1.8942 3.1606
F 1.5084 3.1964 2.1920
F 2.1413 3.4118 4.3341
B 2.8748 -2.5404 -2.3476
F 3.0069 -3.6579 -3.0587
F 2.3792 -1.4915 -3.1574
F 2.1007 -2.7641 -1.3240
F 4.0577 -2.0854 -1.8335
B 3.8375 -2.0945 2.1336
F 2.9833 -2.8266 1.3350
F 4.6909 -1.4147 1.2999
F 3.1823 -1.2593 2.9656
F 4.5881 -2.9633 2.8614
B -2.6718 2.8176 2.7528
F -2.9557 2.6514 4.1264
F -1.3297 3.0552 2.5655
F -3.1206 1.7453 1.9732
F -3.3843 3.9217 2.4052
C -1.6239 0.5159 -3.9240
C -3.0868 0.7312 -3.5233
C -3.0879 0.1453 -2.1374
O -1.8978 0.6380 -1.6371
C -0.8729 0.7453 -2.6422
H -1.3437 1.0527 -4.8303
H -1.5035 -0.5305 -4.2044
H -3.7328 0.1155 -4.1490
H -3.4853 1.7443 -3.4687
H -3.1170 -0.9441 -2.1181
H -3.8888 0.5717 -1.5334
H -0.0603 0.0822 -2.3454
H -0.4468 1.7485 -2.6501
C -1.7082 -2.3288 3.9231
C -1.9606 -1.0577 4.7570
C -0.6133 -0.6011 5.3102
O 0.2488 -0.9121 4.2664
C -0.2346 -2.1782 3.6583
H -2.4087 -2.3261 3.0880
H -1.9537 -3.1588 4.5856
H -2.6026 -1.1865 5.6283
H -2.3490 -0.2738 4.1067
H -0.3446 -1.1749 6.1972
H -0.6181 0.4320 5.6576
H 0.3184 -2.9936 4.1247
H 0.0360 -2.2486 2.6047
C -1.3080 -4.3998 -4.2827
C -0.2349 -3.9197 -3.3446
C -0.9689 -3.0048 -2.3718
O -2.2856 -3.5492 -2.3731
C -2.6033 -4.0010 -3.7077
H -1.2298 -5.4843 -4.3601
H -1.1683 -4.0212 -5.2953
H 0.5404 -3.4009 -3.9082
H 0.2978 -4.6558 -2.7425
H -0.9156 -1.9511 -2.6455
H -0.4667 -3.0285 -1.4047
H -3.0156 -3.1635 -4.2705
H -3.3222 -4.8202 -3.7275
*
```

Orbital gap in eV: 7.52
Highest occupied orbital energy in eV: -0.78


This record from the Open Molecules 2025 dataset describes a 2-piece molecular cluster, C12H24BBr2FNO10PS overall. The level of theory is wB97M-V/def2-TZVPD.

The geometry in ORCA input format:
```
! wB97M-V def2-TZVPD RIJCOSX def2/J DEFGRID3
* xyz 0 1
C -2.7715 -1.1655 3.0592
C -2.5316 -1.7655 1.6718
O -1.7167 -0.8629 0.9060
B -1.7738 -0.9076 -0.4533
O -2.1157 -2.0539 -1.1379
C -1.4255 0.4260 -1.2642
C -0.5138 0.0877 -2.4305
C 0.8481 -0.5707 -2.1251
C 2.1024 0.1869 -2.5845
C 2.7421 -0.4343 -3.8139
O 1.9312 -0.2478 -4.9792
O -0.3800 1.2151 -3.3046
C -1.0027 1.0419 -4.5406
Br -0.6726 2.6257 -5.5781
N -0.9906 1.5135 -0.3245
P 0.5030 2.3430 -0.7301
O 0.0472 3.7965 -1.2746
Br 1.1991 2.8910 1.3115
S -2.2478 2.5020 0.0863
O -1.8405 3.4319 1.0688
O -2.9492 2.9293 -1.0741
F -3.1879 1.4707 0.7828
H -3.8097 -0.8674 3.1800
H -2.5336 -1.8968 3.8290
H -2.1393 -0.2938 3.2058
H -3.4748 -1.9508 1.1648
H -1.9910 -2.7067 1.7860
H -1.7115 -2.8122 -0.7108
H -2.3682 0.7533 -1.7175
H -1.0847 -0.6807 -2.9581
H 0.9376 -0.8033 -1.0641
H 0.8725 -1.5317 -2.6408
H 1.9143 1.2336 -2.7986
H 2.8474 0.1657 -1.7853
H 2.9235 -1.5003 -3.6772
H 3.7161 0.0410 -3.9604
H 2.2946 0.4789 -5.4788
H -0.5650 0.2107 -5.0900
H -2.0805 0.9209 -4.4323
H -0.4678 3.6711 -2.0875
C 1.8917 0.4584 5.0898
C 1.3799 -0.5965 4.1439
C 1.9960 -1.9713 4.2832
O 1.8501 -2.4972 2.9551
C 1.8303 -1.4463 2.1001
O 1.8870 -1.5404 0.9159
O 1.7308 -0.2857 2.7816
H 1.5949 1.4486 4.7468
H 1.4857 0.2993 6.0884
H 2.9808 0.4388 5.1460
H 0.2886 -0.6563 4.1942
H 1.4901 -2.6133 4.9991
H 3.0611 -1.9223 4.5203
*
```

Orbital gap in eV: 9.37
SMILES string: CCOB(O)[C@H]([C@H](CCCO)OCBr)N(P(O)Br)S(=O)(=O)F.C[C@@H]1COC(=O)O1
Highest occupied orbital energy in eV: -9.03


no.,DFT total energy (eV)
1,-82871.4685
2,-49983.9222
3,-69775.4456
4,-22098.4663
5,-104039.6660
6,-50048.1400
7,-112222.1421
8,-198404.4134